Record 1
16
Properties=species:S:1:pos:R:3 method="wB97M-V/def2-TZVPD" mol_weight_g_mol=95.1 max_force_ha_per_bohr=0.0522 de_lowest_kj_mol=325.5 orbital_gap_ev=8.533 total_energy_ev=-7854.786
H 2.26 0.38 -0.51
N 1.24 0.41 -0.43
C 0.80 -0.71 -0.01
C 1.70 -1.90 0.28
C -0.65 -0.91 0.22
C -1.60 0.05 0.31
C -1.49 1.50 0.34
C -0.88 2.33 -0.53
H 2.08 -1.85 1.30
H 1.18 -2.85 0.16
H 2.56 -1.89 -0.40
H -0.97 -1.94 0.34
H -2.61 -0.30 0.48
H -2.36 2.18 0.30
H -0.54 2.03 -1.50
H -0.91 3.39 -0.28

---

Record 2
79
Properties=species:S:1:pos:R:3 method="wB97M-V/def2-TZVPD" mol_weight_g_mol=1235.6 max_force_ha_per_bohr=0.0951 de_lowest_kj_mol=0.0 total_charge=-3 orbital_gap_ev=8.177 total_energy_ev=-211603.395
Li -12.91 -3.92 -3.15
C -8.20 0.58 -0.81
F -9.08 -0.31 -0.33
F -8.83 1.44 -1.62
F -7.69 1.23 0.26
S -6.80 -0.40 -1.65
O -5.64 0.38 -1.28
O -6.96 -1.73 -1.15
N -7.05 -0.17 -3.31
S -7.76 -1.41 -3.94
O -6.92 -2.53 -4.28
O -9.07 -1.73 -3.42
C -8.19 -0.62 -5.62
F -8.96 -1.44 -6.33
F -8.82 0.54 -5.43
F -7.07 -0.41 -6.34
C -12.12 -4.45 0.87
F -13.42 -4.24 0.77
F -11.71 -4.00 2.04
F -11.88 -5.76 0.79
S -11.25 -3.55 -0.53
O -12.08 -2.38 -0.69
O -9.91 -3.35 -0.11
N -11.48 -4.58 -1.89
S -10.13 -5.33 -2.06
O -9.14 -4.55 -2.72
O -9.73 -6.07 -0.87
C -10.56 -6.73 -3.29
F -9.54 -7.57 -3.38
F -11.62 -7.39 -2.79
F -10.88 -6.27 -4.49
C -9.82 -5.94 -12.44
F -8.77 -6.21 -13.22
F -9.59 -4.81 -11.77
F -10.87 -5.69 -13.23
S -10.14 -7.32 -11.18
O -11.52 -7.75 -11.27
O -9.08 -8.31 -11.36
N -9.61 -6.56 -9.74
S -10.95 -6.20 -9.04
O -11.88 -5.30 -9.72
O -11.58 -7.36 -8.41
C -10.22 -5.17 -7.62
F -11.20 -4.68 -6.86
F -9.40 -5.92 -6.92
F -9.58 -4.12 -8.11
C -10.15 -1.53 3.97
F -10.89 -2.61 4.16
F -9.49 -1.19 5.08
F -9.28 -1.73 2.98
S -11.18 -0.02 3.42
O -10.19 1.02 3.26
O -11.80 -0.37 2.17
N -12.12 0.26 4.80
S -13.58 0.10 4.26
O -13.95 1.24 3.42
O -13.91 -1.23 3.77
C -14.64 0.27 5.82
F -15.92 0.34 5.48
F -14.41 -0.73 6.66
F -14.34 1.41 6.47
O -15.77 -3.08 2.88
H -16.33 -2.32 2.69
H -14.90 -2.68 3.08
O -11.61 -2.34 -4.13
H -11.89 -1.45 -4.37
H -10.83 -2.20 -3.54
O -6.51 -5.54 -3.70
H -7.14 -4.81 -3.72
H -6.04 -5.43 -2.87
O -14.10 -0.33 -0.20
H -13.46 0.22 0.26
H -13.57 -1.02 -0.63
O -14.05 -5.44 -2.29
H -13.25 -5.57 -1.75
H -14.78 -5.65 -1.70
O -10.11 -6.96 3.14
H -10.54 -6.98 2.28
H -9.53 -6.18 3.09